# 1
Formula: C8H7NO2
Source: the OMol25 dataset
Level of theory: the ωB97M-V functional and the def2-TZVPD basis

Results
Total charge: 0
SMILES: O=C1C=C2CCN=C2C=C1O
Kohn-Sham gap (eV): 7.322

Positions of all 18 atoms, in Å:
O (1.30, -2.62, 0.17)
C (0.61, -1.52, 0.30)
C (0.46, -0.94, -1.09)
C (-0.08, 0.29, -1.02)
C (-0.35, 1.17, -2.27)
C (-0.79, 2.45, -1.45)
N (-0.76, 2.24, 0.08)
C (-0.48, 0.99, 0.25)
C (-0.02, 0.60, 1.52)
C (0.09, -0.86, 1.36)
O (-0.02, -1.65, 2.42)
H (0.75, -1.57, -2.03)
H (0.46, 1.36, -2.97)
H (-1.01, 0.71, -2.80)
H (-0.02, 3.22, -1.98)
H (-1.86, 3.03, -1.61)
H (-0.26, 1.15, 2.53)
H (0.28, -2.55, 2.05)

=====

# 2
Formula: C55H142N14NaO25Pb
Source: the OMol25 dataset
Level of theory: the ωB97M-V functional and the def2-TZVPD basis

Results
Total charge: -1
Kohn-Sham gap (eV): 4.210

Positions of all 238 atoms, in Å:
Na (3.16, 2.53, -2.00)
Pb (0.54, 2.69, -4.83)
C (3.12, 4.75, -3.83)
O (3.66, 4.99, -2.74)
O (3.06, 5.56, -4.70)
O (2.75, 3.61, -4.20)
C (0.03, 1.29, -1.26)
O (0.84, 1.68, -2.33)
H (-0.67, 0.49, -1.50)
H (0.53, 0.91, -0.37)
H (-0.62, 2.12, -0.98)
C (-2.57, 1.11, -5.53)
O (-1.93, 2.38, -5.74)
H (-3.23, 1.12, -4.66)
H (-3.34, 0.82, -6.24)
H (-2.00, 0.18, -5.44)
C (-3.79, 2.01, -1.02)
O (-3.64, 3.39, -0.52)
C (-3.59, 3.49, 0.91)
C (-5.05, 3.44, 1.42)
N (-5.04, 3.97, 2.81)
C (-6.29, 4.02, 3.42)
C (-7.12, 5.22, 2.85)
O (-6.45, 6.40, 3.31)
C (-7.14, 7.63, 2.81)
H (-4.82, 1.69, -0.92)
H (-3.12, 1.36, -0.45)
H (-3.50, 2.04, -2.07)
H (-2.99, 4.39, 1.00)
H (-2.93, 2.80, 1.43)
H (-5.42, 2.41, 1.41)
H (-5.61, 4.10, 0.76)
H (-4.87, 4.96, 2.74)
H (-6.24, 4.12, 4.50)
H (-6.89, 3.14, 3.17)
H (-8.15, 5.13, 3.18)
H (-7.16, 5.23, 1.76)
H (-6.49, 8.48, 3.02)
H (-7.94, 7.90, 3.50)
H (-7.48, 7.57, 1.78)
C (-3.81, -0.43, 11.22)
O (-2.40, -0.78, 11.41)
C (-1.46, 0.14, 10.73)
C (-1.17, -0.40, 9.37)
N (-1.03, 0.59, 8.27)
C (-1.05, -0.18, 6.97)
C (-1.32, 0.77, 5.76)
O (-1.23, 0.05, 4.51)
C (-1.71, 0.78, 3.37)
H (-4.00, -0.58, 10.16)
H (-3.98, 0.64, 11.35)
H (-4.46, -1.02, 11.88)
H (-0.47, 0.20, 11.19)
H (-1.87, 1.15, 10.76)
H (-1.79, -1.26, 9.13)
H (-0.21, -0.89, 9.50)
H (-0.15, 1.06, 8.41)
H (-1.68, -1.06, 6.86)
H (-0.06, -0.59, 6.78)
H (-0.64, 1.60, 5.96)
H (-2.33, 1.17, 5.83)
H (-1.15, 1.71, 3.32)
H (-2.75, 1.02, 3.59)
H (-1.59, 0.26, 2.41)
C (0.08, -4.31, 2.02)
O (1.03, -5.24, 2.51)
C (0.45, -6.42, 2.98)
C (1.45, -7.59, 3.17)
N (1.20, -8.55, 4.21)
C (0.10, -9.40, 3.76)
C (-0.31, -10.56, 4.72)
O (0.78, -11.48, 4.79)
C (0.45, -12.58, 5.67)
H (-0.40, -3.60, 2.69)
H (-0.51, -4.78, 1.23)
H (0.65, -3.61, 1.40)
H (0.04, -6.82, 2.05)
H (-0.39, -6.24, 3.66)
H (2.40, -7.09, 3.35)
H (1.71, -8.11, 2.24)
H (1.92, -9.26, 4.25)
H (0.35, -9.87, 2.81)
H (-0.83, -8.83, 3.67)
H (-1.22, -10.98, 4.29)
H (-0.59, -10.06, 5.65)
H (-0.37, -13.10, 5.17)
H (0.05, -12.22, 6.62)
H (1.30, -13.24, 5.87)
C (4.57, 0.63, -5.32)
O (4.61, 1.68, -6.28)
C (5.97, 1.69, -6.74)
C (6.07, 2.79, -7.81)
N (6.08, 4.18, -7.38)
C (5.84, 5.12, -8.57)
C (6.95, 5.28, -9.64)
O (8.15, 5.61, -8.93)
C (9.34, 5.52, -9.77)
H (4.90, -0.33, -5.71)
H (3.55, 0.44, -4.97)
H (5.04, 0.71, -4.34)
H (6.40, 0.77, -7.14)
H (6.65, 1.91, -5.91)
H (5.32, 2.54, -8.56)
H (6.95, 2.62, -8.43)
H (7.02, 4.47, -7.17)
H (5.53, 6.10, -8.21)
H (4.86, 4.80, -8.92)
H (6.72, 6.06, -10.36)
H (7.05, 4.25, -9.97)
H (10.28, 5.67, -9.24)
H (9.35, 6.29, -10.54)
H (9.35, 4.53, -10.23)
C (0.17, -7.27, -0.78)
O (-1.17, -6.77, -0.91)
C (-2.18, -7.83, -1.25)
C (-3.52, -7.12, -1.62)
N (-4.17, -6.47, -0.46)
C (-4.38, -5.00, -0.71)
C (-3.12, -4.20, -0.31)
O (-3.48, -2.85, -0.10)
C (-2.37, -1.91, 0.11)
H (0.57, -6.83, 0.14)
H (0.70, -6.91, -1.66)
H (0.25, -8.31, -0.48)
H (-2.30, -8.33, -0.29)
H (-1.94, -8.58, -2.00)
H (-4.21, -7.92, -1.88)
H (-3.42, -6.46, -2.48)
H (-3.46, -6.57, 0.25)
H (-5.26, -4.79, -0.09)
H (-4.58, -4.72, -1.74)
H (-2.39, -4.20, -1.13)
H (-2.54, -4.64, 0.50)
H (-1.76, -2.22, 0.96)
H (-2.76, -0.90, 0.20)
H (-1.74, -1.96, -0.78)
C (2.83, -3.24, -2.46)
O (1.47, -3.31, -2.92)
C (1.13, -4.56, -3.50)
C (-0.43, -4.65, -3.58)
N (-1.09, -3.59, -4.49)
C (-2.55, -3.91, -4.64)
C (-3.09, -3.03, -5.70)
O (-4.50, -3.43, -5.83)
C (-5.28, -2.68, -6.70)
H (3.46, -3.38, -3.34)
H (3.14, -3.99, -1.73)
H (3.13, -2.34, -1.93)
H (1.42, -5.27, -2.74)
H (1.62, -4.83, -4.44)
H (-0.79, -4.60, -2.55)
H (-0.71, -5.55, -4.12)
H (-1.04, -2.72, -3.98)
H (-3.07, -3.83, -3.68)
H (-2.67, -4.96, -4.89)
H (-2.60, -3.26, -6.64)
H (-2.82, -1.99, -5.55)
H (-5.23, -1.61, -6.49)
H (-6.27, -3.13, -6.64)
H (-4.78, -2.65, -7.67)
C (5.08, -1.04, 1.17)
O (5.94, -0.04, 1.65)
C (6.77, -0.18, 2.85)
C (5.91, -0.50, 4.13)
N (5.00, 0.58, 4.44)
C (4.25, 0.36, 5.73)
C (3.11, -0.77, 5.62)
O (2.26, -0.52, 4.46)
C (1.36, -1.60, 4.23)
H (5.69, -1.94, 1.11)
H (4.79, -0.61, 0.21)
H (4.18, -1.12, 1.78)
H (7.45, 0.66, 3.00)
H (7.39, -1.07, 2.72)
H (6.52, -0.69, 5.01)
H (5.56, -1.50, 3.89)
H (4.29, 0.84, 3.78)
H (3.54, 1.16, 5.92)
H (4.89, 0.28, 6.61)
H (2.44, -0.56, 6.45)
H (3.50, -1.79, 5.58)
H (1.87, -2.56, 4.24)
H (0.76, -1.28, 3.37)
H (0.61, -1.67, 5.02)
C (-3.21, 7.33, 2.20)
O (-1.84, 7.13, 2.48)
C (-0.95, 7.92, 1.75)
C (0.55, 7.58, 2.07)
N (0.94, 6.33, 1.54)
C (0.28, 5.13, 2.09)
C (0.68, 3.74, 1.52)
O (1.73, 3.36, 2.30)
C (1.95, 1.97, 2.34)
H (-3.47, 8.39, 2.15)
H (-3.90, 7.14, 3.02)
H (-3.50, 6.79, 1.30)
H (-1.27, 8.95, 1.88)
H (-1.12, 7.77, 0.68)
H (0.72, 7.80, 3.12)
H (1.29, 8.22, 1.58)
H (1.92, 6.22, 1.34)
H (-0.79, 5.15, 1.92)
H (0.54, 5.07, 3.15)
H (0.86, 3.83, 0.45)
H (-0.21, 3.14, 1.69)
H (2.40, 1.78, 3.32)
H (2.64, 1.67, 1.55)
H (1.09, 1.30, 2.31)
C (-6.00, 2.86, -4.34)
O (-6.93, 3.38, -3.77)
N (-5.96, 2.29, -5.50)
N (-4.77, 3.04, -3.98)
H (-6.85, 2.09, -5.91)
H (-5.10, 1.88, -5.83)
H (-4.64, 3.48, -3.08)
H (-4.05, 2.79, -4.65)
C (-0.19, 5.50, -2.31)
O (-0.26, 4.81, -3.30)
N (-1.20, 5.66, -1.49)
N (0.86, 6.13, -1.93)
H (-1.78, 4.84, -1.61)
H (-1.00, 5.97, -0.55)
H (1.61, 6.00, -2.59)
H (0.99, 6.65, -1.07)
C (0.93, -0.71, -5.00)
O (0.98, 0.41, -5.43)
N (0.52, -0.99, -3.80)
N (1.02, -1.74, -5.78)
H (0.52, -0.13, -3.27)
H (0.99, -1.81, -3.45)
H (0.70, -2.63, -5.41)
H (1.34, -1.52, -6.71)
C (5.06, 3.42, 0.12)
O (4.83, 2.02, -0.04)
H (5.23, 3.88, -0.86)
H (4.10, 3.91, 0.31)
H (5.82, 3.71, 0.83)
H (5.28, 1.43, 0.58)

=====

# 3
Formula: C5H10O
Source: the OMol25 dataset
Level of theory: the ωB97M-V functional and the def2-TZVPD basis

Results
Total charge: 0
SMILES: CC1=CCC1.O
Kohn-Sham gap (eV): 9.921

Positions of all 16 atoms, in Å:
C (1.75, 0.55, -0.52)
C (0.33, 0.33, -0.14)
C (-0.47, 0.77, 0.85)
C (-1.75, 0.32, 0.17)
C (-0.82, -0.24, -0.94)
H (1.76, 1.47, -1.10)
H (2.15, -0.25, -1.14)
H (2.40, 0.67, 0.35)
H (-0.27, 1.40, 1.72)
H (-2.41, -0.40, 0.67)
H (-2.35, 1.17, -0.17)
H (-0.91, 0.26, -1.91)
H (-0.86, -1.33, -1.11)
O (0.90, -1.67, 1.22)
H (0.41, -2.30, 0.68)
H (0.26, -0.96, 1.42)

=====

These records have maximum force values of 11.565, 7.435, 0.930 eV/A, in the order they appear.
These records have calculated total energy values of -514.100309, -5182.945251, -271.679134 Eh, in the order they appear.
These records have HOMO level values of -8.8, -2.8, -9.0 eV, in the order they appear.